[1]
Here is a structure of composition C4H8O2 in a non-equilibrium geometry from the OMol25 dataset. Energies are from ωB97M-V with the def2-TZVPD basis set.

E_HOMO   -8.68 eV
LUMO energy   -0.5 eV
Strongest force on any atom   3.19 eV/A
Relative energy (zero: lowest compared OMol25 entry of this formula, charge and spin)   194.4 kcal per mole

XYZ file:
```
14
C4H8O2 ωB97M-V with the def2-TZVPD basis set
O -2.0739 1.0476 1.0077
O -1.7596 0.7952 -0.3719
C 1.3025 -0.3038 -0.0627
C -0.3291 -2.5394 -0.2149
C -0.1848 -1.3352 -0.1931
C 0.9667 1.1157 -0.1650
H -1.1349 -0.3280 -0.2761
H -0.4869 -3.5887 -0.2070
H 1.6087 1.6577 -0.8544
H 0.8882 1.5972 0.8118
H -2.1862 2.0076 1.0152
H 1.6545 -0.6331 0.9120
H 1.8732 -0.7223 -0.8861
H -0.1383 1.2295 -0.5154
```



[2]
Here is the molecule C7H11NO in a non-equilibrium geometry from the OMol25 dataset. Energies are from ωB97M-V with the def2-TZVPD basis set.

E_HOMO   -8.34 eV
SMILES   C[C@]12CC=CO[C@@H]1[C@H]2N
LUMO energy   1.0 eV
Strongest force on any atom   1.78 eV/A
Relative energy (zero: lowest compared OMol25 entry of this formula, charge and spin)   92.5 kcal per mole

XYZ file:
```
20
C7H11NO ωB97M-V with the def2-TZVPD basis set
O 0.9176 -1.1746 -0.8776
N -2.6506 -0.3428 0.6092
C -1.5778 -0.2640 -0.3694
C 1.9875 -0.7211 -0.1201
C 0.5576 0.8926 1.1825
C -0.2523 -0.8980 -0.0957
C -0.1004 1.5183 -1.2117
C 1.8891 0.1845 0.8488
C -0.3845 0.5944 -0.0135
H 0.6862 1.9861 1.1491
H -2.0067 -0.1727 -1.3919
H 2.8031 0.4505 1.4122
H -0.3614 0.9807 -2.1246
H 0.9430 1.8528 -1.2460
H 2.9173 -1.2333 -0.3937
H -0.6333 2.4730 -1.0499
H -2.3098 -0.2863 1.5685
H -0.3691 -1.4347 0.8894
H -3.2414 -1.1676 0.5083
H 0.0700 0.5076 2.1097
```



[3]
Here is a structure of composition C19H29ILiN3P from the OMol25 dataset. Energies are from ωB97M-V with the def2-TZVPD basis set.

E_HOMO   -11.60 eV
LUMO energy   -2.5 eV
Strongest force on any atom   0.43 eV/A
Total charge   +1
Relative energy (zero: lowest compared OMol25 entry of this formula, charge and spin)   4.0 kcal per mole

XYZ file:
```
54
C19H29ILiN3P ωB97M-V with the def2-TZVPD basis set
I 0.8514 -1.8674 5.6127
P -1.8175 -0.0542 -0.6059
N 0.5706 1.0190 2.5860
N 0.8219 -0.0241 1.7739
N 2.5312 -0.1720 -0.7703
C 0.5360 0.6698 3.8881
C -2.3859 -1.2433 0.7054
C 7.2073 0.5423 -1.6346
C -2.1020 -0.0890 -3.3739
C -2.8599 -0.4419 -2.0856
C 5.7779 -0.6862 0.4192
C -3.8893 -1.4982 0.8244
C -4.2772 0.1283 -2.1257
C 7.1586 -0.6469 0.4649
C 5.8259 0.5089 -1.6925
C -3.5352 1.9135 0.7188
C 7.8699 -0.0339 -0.5582
C 3.6772 -0.1427 -0.7200
C -1.6815 -2.5949 0.5012
C -1.9118 2.6828 -1.0689
C -2.2000 1.6473 0.0268
C 5.1176 -0.1055 -0.6603
C 0.7728 -0.6812 3.9350
C 0.9475 -1.0643 2.5963
Li 0.6475 -0.2609 -0.2618
H 7.7675 1.0169 -2.4291
H -2.0988 -3.1214 -0.3626
H -4.0803 -2.1593 1.6744
H -0.9547 2.5058 -1.5645
H 5.2102 -1.1603 1.2101
H -1.4235 1.7618 0.7921
H 7.6819 -1.0948 1.2995
H 0.3568 1.3868 4.6749
H -4.2655 1.2129 -2.2408
H -3.6752 1.2783 1.5928
H -1.8206 -3.2376 1.3734
H 5.2926 0.9507 -2.5245
H -4.2699 -2.0019 -0.0675
H -1.1089 -0.5396 -3.3984
H -2.0267 -0.8007 1.6408
H -2.6889 2.6742 -1.8353
H -4.4689 -0.5912 0.9753
H 1.1599 -2.0503 2.2096
H -1.9843 0.9931 -3.4796
H 0.4830 1.9437 2.2008
H -4.3835 1.7743 0.0498
H -4.8621 -0.1174 -1.2425
H 8.9510 -0.0073 -0.5175
H -0.6100 -2.5013 0.3286
H -2.9317 -1.5331 -2.0368
H -1.8887 3.6882 -0.6420
H -2.6562 -0.4458 -4.2461
H -4.7997 -0.2811 -2.9938
H -3.5576 2.9508 1.0642
```



[4]
Here is a structure of composition C22H15BiN3O7 from the OMol25 dataset. Energies are from ωB97M-V with the def2-TZVPD basis set.

E_HOMO   -5.60 eV
LUMO energy   1.8 eV
Strongest force on any atom   0.29 eV/A
Total charge   -1
Relative energy (zero: lowest compared OMol25 entry of this formula, charge and spin)   0.0 kcal per mole

XYZ file:
```
48
C22H15BiN3O7 ωB97M-V with the def2-TZVPD basis set
Bi -1.2789 -1.2372 -0.9563
O 1.8057 -4.2001 -0.5589
O -1.4547 0.9057 -2.0030
O -2.1068 -1.9248 0.9356
O 5.7080 0.8647 -1.3231
O 5.9825 -1.3496 -0.9147
O -0.1412 -3.1158 -0.6771
O -2.2023 -4.1553 2.6179
N 1.0356 -0.7910 -1.0872
N -1.1151 1.8755 0.0536
N -1.0541 0.5789 0.5249
C -1.8302 -4.8332 1.4137
C 3.2151 -1.7371 -0.9022
C -0.1029 -0.7683 3.7715
C 1.5885 0.4118 -1.2992
C -1.8534 4.6438 -3.7880
C -0.1423 -1.8769 4.5825
C -0.7353 -0.7755 2.5192
C -0.7436 0.4560 1.7654
C 5.3436 -0.3063 -1.1177
C 2.9542 0.5919 -1.3143
C -0.8366 -3.0079 4.1521
C 1.8408 -1.8511 -0.8983
C -1.5019 4.4309 -1.0420
C -1.4432 -1.9133 2.0774
C -1.4816 -3.0382 2.9330
C -1.8325 5.7861 -3.0015
C 1.1579 -3.1885 -0.7031
C -1.5248 3.2817 -1.8292
C -1.7003 3.3950 -3.2035
C -1.6558 5.6765 -1.6273
C -1.3659 1.9244 -1.2301
C 3.7985 -0.4920 -1.1085
H 0.3590 -1.8783 5.5405
H -0.4907 1.3742 2.2935
H -1.9497 6.7612 -3.4574
H -1.7119 2.4930 -3.7994
H 0.4202 0.1271 4.0856
H -1.6363 6.5667 -1.0115
H -1.9863 4.7252 -4.8593
H -2.3402 -4.4069 0.5526
H -0.7559 -4.7747 1.2420
H 3.3966 1.5637 -1.4839
H 3.8364 -2.6071 -0.7476
H -1.3604 4.3289 0.0246
H 0.9109 1.2361 -1.4556
H -2.1287 -5.8716 1.5482
H -0.8899 -3.8982 4.7659
```



[5]
Here is the molecule C18H21FN4O3S2 in a non-equilibrium geometry from the OMol25 dataset. Energies are from ωB97M-V with the def2-TZVPD basis set.

E_HOMO   -8.78 eV
SMILES   COCCSc1nnc(NC(=O)[C@H]2CC(=O)N(CCc3ccc(F)cc3)C2)s1
LUMO energy   0.2 eV
Strongest force on any atom   1.76 eV/A
Relative energy (zero: lowest compared OMol25 entry of this formula, charge and spin)   1.3 kcal per mole

XYZ file:
```
49
C18H21FN4O3S2 ωB97M-V with the def2-TZVPD basis set
S 5.8007 -1.9938 -0.8247
S 3.0158 -3.1486 -0.5117
F -5.1745 -3.6792 0.3372
O -1.6067 2.2545 -2.0173
O 7.0669 1.3777 1.0178
O -1.6770 -2.1984 0.5803
N -2.1209 1.5499 0.0841
N 2.2522 -0.7527 0.0221
N 3.5576 -0.6598 -0.1905
N 0.4879 -2.3375 0.0743
C -5.0087 -2.3604 0.1046
C -4.1389 -0.6012 -1.2381
C -0.6417 -1.6063 0.4016
C 1.7798 -1.9440 -0.0940
C -0.3200 0.4857 -0.9382
C 4.1253 -1.7798 -0.4785
C 6.3767 -0.2808 -0.6364
C 6.4809 0.1169 0.8385
C -1.4103 1.5415 -1.0584
C -4.4751 1.8056 -0.6185
C -1.7262 0.5644 1.0591
C -4.6974 0.3398 -0.3808
C -0.4743 -0.1082 0.4731
C -5.4157 -0.0996 0.7253
C -4.2904 -1.9555 -1.0042
C -3.3196 2.3360 0.2499
C -5.5779 -1.4499 0.9759
C 6.2345 2.4670 0.6902
H -3.5917 2.3146 1.3067
H -3.5800 -0.2663 -2.0997
H -1.5151 1.0479 2.0189
H 0.4162 0.1111 1.0636
H -5.8559 0.6228 1.3976
H 5.4790 0.0863 1.2902
H 5.2535 2.3704 1.1681
H 6.7376 3.3556 1.0663
H -0.4745 -0.2567 -1.7229
H -2.5203 -0.1778 1.2054
H 0.3150 -3.3337 -0.0068
H -4.2166 1.9768 -1.6636
H 7.3571 -0.2457 -1.1106
H 0.6604 0.9328 -1.0920
H 7.1346 -0.5876 1.3607
H -5.3748 2.3752 -0.3809
H 6.0944 2.5663 -0.3911
H -3.8604 -2.6932 -1.6622
H -6.1348 -1.8007 1.8304
H 5.6734 0.3525 -1.1742
H -3.0999 3.3659 -0.0467
```



Question: Number 2 is which compound?
Answer: C7H11NO



Question: strongest force on any atom of number 1 (C4H8O2)?
Answer: 3.19 eV/A